1.
A 9-piece molecular cluster, C57H111N5O17 overall in a non-equilibrium geometry. Source: the OMol25 dataset; level of theory: ωB97M-V/def2-TZVPD.

Properties
SMILES string   CC1(C)CCCC(C)(C)N1O.CC1(C)CCCC(C)(C)N1O.CC1(C)CCCC(C)(C)N1O.CC1(C)CCCC(C)(C)N1O.CC1(C)CCCC(C)(C)N1O.O=C1OCCO1.O=C1OCCO1.O=C1OCCO1.O=C1OCCO1
E_LUMO   -0.124 eV
Frontier orbital gap   8.1 eV
Charge   0
Highest occupied orbital energy   -8.2 eV
Energy   -3790.81439 Ha

The geometry in XYZ format:
```
190
Properties=species:S:1:pos:R:3:forces:R:3
C -4.377 -7.364 -4.859 -1.80 0.44 0.69
C -3.948 -6.383 -5.955 1.58 -0.59 -0.23
C -2.953 -5.412 -5.302 0.41 1.51 -0.41
C -3.110 -7.162 -7.029 -0.53 -1.02 0.64
C -4.035 -8.058 -7.852 0.81 0.83 0.14
C -4.999 -7.156 -8.612 -0.44 -0.79 1.44
C -5.869 -6.239 -7.659 -0.71 -0.52 -0.97
C -6.307 -5.083 -8.536 -1.65 1.65 0.40
C -7.159 -7.045 -7.117 1.79 -0.47 0.10
N -4.979 -5.624 -6.639 0.88 -1.47 -1.84
O -5.638 -4.761 -5.799 -0.92 0.43 1.02
H -3.620 -7.509 -4.089 0.15 -0.49 -0.40
H -5.219 -6.946 -4.308 0.07 0.87 0.26
H -4.936 -8.252 -5.156 0.97 -0.55 -0.48
H -2.570 -4.697 -6.030 0.17 -0.28 -0.70
H -3.321 -4.674 -4.589 -0.60 -0.62 0.65
H -2.061 -5.862 -4.865 -0.28 -0.41 0.02
H -2.470 -6.584 -7.696 -0.29 0.58 0.16
H -2.440 -7.801 -6.454 0.22 0.00 0.10
H -3.475 -8.662 -8.566 0.16 0.00 -0.03
H -4.513 -8.766 -7.175 -0.38 0.06 -0.15
H -5.585 -7.900 -9.153 -0.73 0.72 -0.36
H -4.467 -6.510 -9.310 0.08 -0.12 0.02
H -5.518 -4.488 -8.995 0.26 -0.35 0.12
H -6.885 -4.396 -7.917 0.44 0.41 0.58
H -7.116 -5.184 -9.260 0.35 -1.26 -0.52
H -7.601 -7.683 -7.882 -0.09 0.52 -0.45
H -7.945 -6.518 -6.575 0.31 0.46 -0.23
H -6.766 -7.803 -6.441 0.02 0.04 0.40
H -4.985 -4.067 -5.684 -0.25 0.42 0.01
C 8.768 -3.871 -2.292 -0.15 0.65 0.97
C 8.014 -4.391 -3.502 -0.79 0.11 -1.59
C 8.355 -3.470 -4.731 -1.17 -0.27 -0.14
C 8.445 -5.774 -3.913 1.73 -2.27 1.11
C 7.928 -6.958 -3.058 0.45 2.18 0.48
C 6.450 -6.845 -3.065 -0.25 -2.55 -0.16
C 5.848 -5.540 -2.621 0.28 0.27 -0.50
C 4.380 -5.551 -3.086 -0.87 -0.45 0.49
C 5.927 -5.354 -1.067 -0.95 0.42 -1.33
N 6.540 -4.450 -3.329 1.25 -2.70 -1.46
O 5.922 -3.294 -3.109 -0.69 2.59 0.26
H 9.795 -3.547 -2.455 0.08 -0.41 -0.42
H 8.302 -2.949 -1.942 -0.27 0.25 -0.07
H 8.746 -4.505 -1.405 0.10 -0.39 -0.22
H 8.104 -2.436 -4.494 0.60 0.13 -0.04
H 9.316 -3.645 -5.215 0.62 0.34 1.02
H 7.750 -3.700 -5.608 -0.79 -0.30 0.33
H 8.270 -6.147 -4.922 -0.17 1.03 -0.38
H 9.519 -5.760 -3.727 0.38 -0.05 -0.59
H 8.269 -7.937 -3.397 0.08 0.18 -0.11
H 8.221 -6.818 -2.017 0.53 -0.18 0.14
H 6.185 -7.702 -2.445 -0.97 0.26 0.58
H 6.126 -7.211 -4.039 -0.43 0.71 -0.39
H 4.079 -5.611 -4.132 1.25 0.13 -0.48
H 3.761 -4.719 -2.751 0.23 -0.04 0.62
H 3.991 -6.503 -2.724 -0.41 0.10 0.53
H 6.948 -5.403 -0.691 -0.30 -0.26 0.15
H 5.190 -6.000 -0.590 0.48 -0.35 0.21
H 5.505 -4.360 -0.915 0.25 0.23 0.43
H 6.171 -3.035 -2.219 -0.12 0.64 0.57
C -2.338 -2.141 8.782 1.37 -0.05 -0.41
C -1.170 -1.735 7.862 0.61 -0.36 -1.75
C -1.641 -1.921 6.355 -0.22 -0.75 0.86
C -0.933 -0.251 8.059 -0.06 0.56 -0.22
C 0.347 0.297 7.447 -0.81 -0.61 1.38
C 1.585 -0.551 7.856 -0.75 1.24 -2.52
C 1.432 -2.118 7.633 -0.15 2.15 -0.82
C 1.674 -2.458 6.068 0.43 -0.69 1.45
C 2.483 -2.693 8.571 0.57 -1.09 -0.55
N 0.093 -2.550 8.113 -0.66 2.19 0.86
O -0.118 -3.917 8.122 0.17 -0.33 0.40
H -2.148 -1.726 9.772 0.08 -0.53 0.19
H -3.253 -1.661 8.435 -0.04 -0.38 -0.17
H -2.321 -3.230 8.736 -0.76 0.05 0.50
H -1.518 -2.958 6.040 0.23 -0.19 -0.02
H -2.723 -1.797 6.320 0.01 0.45 -0.20
H -1.142 -1.302 5.610 -0.02 0.15 0.26
H -1.757 0.223 7.524 -0.31 0.16 0.15
H -1.050 0.050 9.100 0.27 -0.21 0.19
H 0.170 0.349 6.373 0.53 -0.30 -0.20
H 0.446 1.335 7.763 0.26 0.04 0.06
H 2.170 -0.147 8.682 -0.83 -0.73 0.91
H 2.184 -0.087 7.072 1.07 -1.08 -0.45
H 0.992 -2.063 5.314 -0.34 0.15 0.53
H 1.670 -3.547 6.025 -0.34 -0.22 -0.25
H 2.673 -2.226 5.698 0.19 0.39 0.46
H 3.421 -2.140 8.614 -0.22 0.50 -0.18
H 2.822 -3.664 8.210 -0.31 -0.42 0.33
H 2.070 -2.756 9.578 0.04 -0.13 -0.13
H -0.256 -4.243 7.230 -0.03 0.06 -0.67
C -2.840 8.737 1.535 -0.12 -0.84 0.35
C -2.148 8.813 2.922 -1.04 -0.19 -0.82
C -1.761 10.254 2.984 1.47 0.99 0.56
C -3.071 8.491 4.091 -1.40 1.44 0.35
C -2.380 8.371 5.431 -1.68 -1.69 -1.25
C -1.429 7.198 5.299 1.09 1.89 0.74
C -0.340 7.458 4.228 -1.49 -0.87 1.70
C 0.595 8.532 4.719 0.78 0.77 -0.71
C 0.371 6.091 4.144 0.79 1.10 -2.23
N -1.065 7.820 2.979 0.05 -1.67 0.00
O -0.195 7.861 1.852 0.22 0.76 0.46
H -3.153 7.706 1.368 0.44 -0.15 -0.56
H -3.757 9.306 1.383 -0.03 0.35 0.81
H -2.142 9.167 0.817 0.00 -0.70 -0.29
H -1.035 10.492 2.206 0.20 -0.10 -0.03
H -2.596 10.930 2.802 -0.15 -0.17 0.32
H -1.273 10.454 3.938 -0.11 0.49 0.06
H -3.701 9.348 4.331 -0.31 0.53 -0.97
H -3.839 7.731 3.947 0.59 -0.65 -0.42
H -2.112 9.393 5.702 0.97 -0.49 0.46
H -3.200 8.042 6.070 0.13 0.31 0.61
H -1.917 6.253 5.058 -0.37 0.22 0.27
H -0.944 7.193 6.276 0.47 -0.95 -0.02
H 0.772 9.180 3.861 0.05 0.41 0.18
H 1.597 8.189 4.978 -0.13 -0.29 0.32
H 0.171 9.103 5.546 0.14 0.09 -0.08
H -0.299 5.340 3.724 0.10 -0.14 0.19
H 0.982 5.728 4.970 -0.74 0.35 0.54
H 1.136 6.335 3.407 0.28 -0.70 -0.51
H -0.251 6.981 1.470 -0.18 -0.13 -0.05
C -7.892 -0.009 -2.188 -2.24 -0.65 0.87
C -8.591 -0.307 -0.770 1.47 -0.33 0.46
C -10.030 -0.794 -0.799 -0.51 0.74 -1.32
C -7.833 -1.569 -0.244 1.42 1.68 1.32
C -6.518 -1.153 0.433 -0.87 0.02 0.38
C -6.705 0.006 1.439 0.49 -0.31 -0.40
C -7.294 1.280 0.865 -1.22 0.24 -0.91
C -7.746 2.186 2.039 1.15 0.60 -0.97
C -6.210 2.012 0.020 -0.64 0.68 0.15
N -8.544 0.887 0.145 0.09 -1.19 0.46
O -9.355 1.979 -0.386 1.38 -0.91 0.13
H -8.283 0.903 -2.639 0.37 0.28 0.24
H -6.805 -0.069 -2.146 -0.22 0.16 0.03
H -8.297 -0.801 -2.819 0.40 -0.20 -0.30
H -10.108 -1.869 -0.963 0.19 0.11 -0.99
H -10.643 -0.723 0.099 0.56 0.83 0.32
H -10.418 -0.143 -1.582 -1.21 -0.64 -0.13
H -8.357 -2.121 0.536 -0.61 0.10 -0.23
H -7.549 -2.255 -1.043 -0.56 0.08 -0.24
H -6.223 -2.057 0.967 0.75 0.17 0.03
H -5.799 -0.883 -0.340 0.31 -0.02 0.24
H -5.706 0.291 1.771 0.05 -0.07 0.39
H -7.302 -0.232 2.319 0.02 -0.58 -0.08
H -8.411 1.784 2.803 0.09 -0.44 -0.32
H -8.187 3.084 1.605 -0.11 0.08 0.14
H -6.801 2.500 2.482 -0.12 0.18 0.52
H -5.370 2.292 0.655 0.20 -0.34 0.04
H -6.569 2.976 -0.340 -0.37 0.00 -0.10
H -5.863 1.484 -0.868 -0.02 -0.28 0.28
H -9.955 2.129 0.348 -0.22 0.02 -0.01
O 0.908 3.392 -0.981 -0.93 -4.71 0.37
C 0.604 2.196 -0.784 0.58 3.38 -1.50
O -0.186 1.774 0.203 0.16 0.48 -0.01
C 0.066 0.388 0.375 -0.42 -0.01 0.78
C 0.643 -0.091 -0.930 -1.68 -0.43 0.17
O 0.911 1.106 -1.594 1.76 2.37 0.07
H 0.861 0.346 1.119 -0.49 -0.46 0.51
H -0.886 -0.086 0.615 0.37 -0.10 0.47
H -0.117 -0.549 -1.564 0.24 -0.70 0.20
H 1.457 -0.753 -0.635 0.46 0.21 -1.04
O 5.981 0.222 1.079 3.76 2.93 0.68
C 6.926 1.037 1.194 -2.95 -1.04 -1.24
O 7.493 1.505 2.290 -0.40 -0.58 2.31
C 8.547 2.427 2.033 1.05 -0.45 0.67
C 8.714 2.321 0.577 0.07 0.90 -0.92
O 7.463 1.747 0.173 0.62 -0.74 -1.78
H 8.417 3.454 2.375 -0.64 -0.38 0.46
H 9.480 1.982 2.378 -0.31 0.39 1.21
H 9.641 1.765 0.438 -0.61 -0.90 -1.02
H 8.913 3.294 0.130 -0.63 -0.11 -0.38
O 7.865 5.134 -6.447 -3.70 -4.10 1.06
C 6.990 4.258 -6.186 2.36 2.15 -0.79
O 5.673 4.499 -6.056 -0.01 1.22 0.05
C 5.007 3.441 -5.380 -0.56 -0.12 -0.44
C 5.937 2.268 -5.548 1.11 0.20 -0.01
O 7.169 2.921 -6.011 0.46 -0.02 0.27
H 4.816 3.731 -4.347 0.05 -0.04 -0.04
H 4.073 3.230 -5.901 -0.10 0.34 0.20
H 5.602 1.534 -6.280 0.19 0.23 -0.18
H 6.140 1.741 -4.616 0.18 0.12 -0.07
O 7.390 7.984 2.502 -1.12 0.45 -1.88
C 6.723 8.106 1.490 1.51 -2.59 2.26
O 6.292 7.087 0.737 1.65 -2.31 0.58
C 5.439 7.535 -0.257 -1.53 -2.16 -0.50
C 5.536 8.961 -0.212 -0.64 2.98 -1.28
O 6.272 9.169 0.950 -0.21 4.83 0.50
H 5.682 7.145 -1.246 -0.25 -0.54 0.30
H 4.447 7.327 0.143 -0.27 -0.89 -0.87
H 4.526 9.371 -0.196 0.07 0.42 0.76
H 5.956 9.483 -1.072 0.79 -0.23 0.12
```
Forces are in eV/Å.


2.
A 8-piece molecular cluster, C30H62BrF3N8O13 overall in a non-equilibrium geometry. Source: the OMol25 dataset; level of theory: ωB97M-V/def2-TZVPD.

Properties
SMILES string   CCOCCO[C@@]1(N)OC(=O)O[C@@]1(Br)COC(F)(F)F.CNC(C)=O.CNC(C)=O.CNC(C)=O.CNC(C)=O.CNC(C)=O.CNC(C)=O.CNC(C)=O
E_LUMO   0.151 eV
Frontier orbital gap   8.7 eV
Charge   0
Highest occupied orbital energy   -8.5 eV
Energy   -5470.12396 Ha

The geometry in XYZ format:
```
117
Properties=species:S:1:pos:R:3:forces:R:3
C -3.348 4.238 5.181 -0.01 -0.44 -0.02
C -3.898 2.876 4.611 -0.93 1.80 0.50
O -3.613 2.794 3.216 0.68 -1.09 1.28
C -2.676 1.767 2.893 -0.29 0.19 -2.33
C -1.646 2.388 1.856 0.01 0.89 2.40
O -2.323 3.536 1.269 1.15 -1.66 -1.40
C -1.951 3.800 -0.032 -1.68 0.70 -1.74
N -2.049 2.749 -1.016 0.62 0.07 0.07
O -3.012 4.745 -0.421 0.90 1.52 2.25
C -2.687 5.850 0.372 1.54 -2.87 -0.83
O -3.385 6.686 0.720 -1.96 2.45 0.81
O -1.299 5.818 0.735 0.10 -0.53 -0.99
C -0.770 4.860 -0.155 -0.80 -0.84 -0.10
Br -0.939 5.769 -1.938 0.93 -0.39 -0.39
C 0.687 4.404 -0.007 0.44 1.71 0.68
O 0.997 3.385 -0.981 0.06 0.53 0.63
C 2.291 3.379 -1.352 0.27 -1.17 -0.66
F 2.592 2.107 -1.707 -0.06 0.58 0.05
F 2.549 4.154 -2.421 -0.19 -0.02 0.46
F 3.161 3.730 -0.384 -0.36 0.12 -0.17
H -4.093 4.737 5.843 0.50 -0.44 -0.36
H -3.130 4.920 4.334 -0.15 -0.45 0.50
H -2.404 4.091 5.738 -0.51 0.20 -0.31
H -3.541 2.017 5.213 -0.13 0.30 -0.55
H -5.010 2.947 4.705 0.71 -0.43 -0.10
H -2.152 1.334 3.766 -0.25 0.29 -0.47
H -3.248 0.990 2.325 0.49 0.17 0.71
H -0.797 2.791 2.479 -1.53 -0.14 -1.38
H -1.279 1.641 1.128 -0.35 0.52 0.24
H -2.928 2.886 -1.517 0.14 -0.16 0.37
H -1.321 2.857 -1.724 -0.06 -0.07 0.34
H 1.319 5.297 -0.226 -0.46 -0.55 0.26
H 0.951 4.065 1.017 -0.55 -0.07 -0.51
C 3.272 0.100 4.612 -0.40 -0.09 0.30
N 1.987 0.639 4.210 0.07 0.25 -0.30
C 1.687 1.360 3.104 -0.33 -0.25 0.29
C 2.801 1.662 2.139 -0.01 -0.01 -0.04
O 0.533 1.742 2.914 1.76 -0.55 0.52
H 3.182 -0.984 4.704 0.23 0.00 0.00
H 3.536 0.516 5.586 0.21 -0.08 -0.04
H 4.053 0.336 3.896 -0.09 0.03 -0.02
H 1.191 0.474 4.809 0.05 -0.04 -0.02
H 2.406 2.240 1.311 -0.09 -0.07 0.06
H 3.579 2.248 2.631 0.10 -0.14 -0.06
H 3.221 0.736 1.745 0.11 0.06 0.03
C -1.286 -1.322 -3.368 -0.33 0.41 0.46
N -1.392 -0.921 -1.976 0.05 -0.24 0.17
C -0.912 -1.560 -0.877 -0.14 0.38 0.21
C -0.167 -2.855 -1.084 0.04 -0.05 0.06
O -1.088 -1.083 0.236 0.08 -0.13 0.02
H -0.770 -0.534 -3.914 -0.02 -0.15 -0.15
H -2.292 -1.433 -3.777 0.13 -0.14 -0.23
H -0.746 -2.253 -3.486 -0.05 0.06 0.03
H -1.879 -0.062 -1.759 0.07 -0.01 0.07
H 0.151 -3.240 -0.117 -0.09 0.12 0.01
H -0.817 -3.595 -1.554 0.13 -0.01 -0.12
H 0.719 -2.688 -1.699 -0.08 -0.12 -0.11
C -5.221 -4.179 -2.387 0.08 -0.53 -0.05
N -4.648 -4.963 -1.311 0.06 0.25 0.21
C -4.221 -4.536 -0.091 0.08 -0.25 0.15
C -4.342 -3.067 0.220 0.02 0.01 0.05
O -3.757 -5.335 0.710 0.02 0.01 0.00
H -6.218 -4.565 -2.610 -0.04 0.21 -0.12
H -4.594 -4.291 -3.274 -0.12 0.19 -0.09
H -5.293 -3.127 -2.129 0.04 -0.06 0.07
H -4.537 -5.956 -1.449 -0.02 0.05 -0.02
H -3.962 -2.879 1.221 0.04 -0.11 -0.07
H -3.751 -2.483 -0.489 -0.13 0.12 0.02
H -5.388 -2.758 0.183 0.06 0.11 -0.12
C 3.143 -3.251 -6.638 -0.21 -0.48 -0.15
N 1.736 -3.403 -6.335 -0.11 0.30 0.08
C 0.861 -2.456 -5.914 -0.34 -0.14 -0.02
C 1.374 -1.050 -5.723 -0.01 -0.04 0.05
O -0.309 -2.757 -5.700 0.19 0.05 -0.11
H 3.311 -3.541 -7.678 0.19 0.08 0.01
H 3.716 -3.917 -5.990 0.21 0.17 -0.04
H 3.478 -2.231 -6.489 -0.13 -0.04 0.12
H 1.320 -4.316 -6.440 0.03 0.04 0.00
H 0.557 -0.418 -5.388 -0.03 -0.09 -0.14
H 2.161 -1.030 -4.965 0.07 0.03 -0.19
H 1.753 -0.654 -6.667 0.14 0.01 0.08
C 6.069 2.067 -4.990 -0.28 0.08 0.44
N 5.245 1.004 -4.446 0.06 -0.26 -0.25
C 5.061 -0.250 -4.930 -0.18 0.02 0.38
C 5.788 -0.629 -6.197 -0.02 -0.05 0.00
O 4.323 -1.030 -4.339 0.15 -0.04 -0.18
H 6.809 2.354 -4.241 0.11 0.11 -0.18
H 5.432 2.928 -5.203 0.18 0.08 -0.12
H 6.577 1.762 -5.899 -0.05 -0.06 0.05
H 4.729 1.186 -3.598 0.01 0.02 -0.04
H 5.543 -1.656 -6.456 0.01 0.04 0.11
H 5.479 0.019 -7.019 0.16 0.03 -0.01
H 6.866 -0.559 -6.048 -0.02 0.09 -0.13
C 2.737 4.849 3.770 -0.39 -0.42 -0.03
N 1.334 4.768 4.119 -0.04 0.27 0.07
C 0.529 5.750 4.616 -0.29 -0.17 -0.01
C 1.136 7.112 4.847 0.00 0.05 0.02
O -0.641 5.512 4.858 0.23 0.14 0.03
H 2.852 4.598 2.712 0.26 0.11 0.00
H 3.291 4.119 4.366 0.23 0.11 -0.07
H 3.144 5.840 3.948 -0.07 -0.02 0.01
H 0.859 3.884 3.989 0.02 0.00 -0.05
H 0.373 7.779 5.241 -0.04 -0.13 -0.04
H 1.948 7.046 5.573 0.09 0.07 -0.12
H 1.505 7.526 3.906 0.13 0.02 0.08
C -1.853 -7.517 2.570 0.33 0.11 0.48
N -1.554 -8.532 3.566 -0.20 -0.29 -0.20
C -2.002 -9.813 3.625 0.23 -0.05 0.36
C -2.932 -10.283 2.534 -0.05 -0.08 -0.02
O -1.653 -10.546 4.539 -0.08 -0.04 -0.10
H -0.916 -7.196 2.111 -0.14 0.11 -0.18
H -2.311 -6.664 3.071 -0.09 0.09 -0.30
H -2.523 -7.882 1.799 0.00 0.00 0.08
H -0.939 -8.289 4.326 -0.04 -0.01 -0.03
H -3.201 -11.320 2.718 0.09 0.06 0.10
H -3.844 -9.684 2.530 0.05 0.03 -0.17
H -2.438 -10.220 1.563 -0.14 0.10 -0.04
```
Forces are in eV/Å.